(1)
Here is C4H9NO in the gas phase from OMol25. Energies are from ωB97M-V/def2-TZVPD.

The energy above the lowest of the compared OMol25 structures with the same formula, charge and spin comes out at 44.4 kcal per mole. The value obtained for the total energy is -7830.3925 eV. The HOMO energy is -9.76 eV.

Geometry as ORCA input:
```
! RIJCOSX wB97M-V def2-TZVPD def2/J DEFGRID3
* xyz 0 1
C 0.2298 -1.0906 1.5369
C 0.0939 -1.1161 0.0351
N -1.0953 -0.4963 -0.5502
C 0.2258 0.0629 -0.8570
C 0.3996 1.4892 -0.3914
O -0.5066 2.3318 -1.0708
H 1.2758 -1.2244 1.8346
H -0.1373 -0.1506 1.9561
H -0.3575 -1.9022 1.9800
H 0.4128 -2.0573 -0.4163
H -1.4516 -1.0461 -1.3261
H 0.6165 -0.1278 -1.8572
H 1.4051 1.8524 -0.6249
H 0.2624 1.5575 0.6972
H -1.3733 1.9176 -0.9462
*
```


(2)
Here is a molecular structure, C18H27BeCl2N2O4 from OMol25. Energies are from ωB97M-V/def2-TZVPD.

The energy above the lowest of the compared OMol25 structures with the same formula, charge and spin comes out at 33.2 kcal per mole. The value obtained for the total energy is -55720.9045 eV. The HOMO energy is -2.58 eV.

Geometry as ORCA input:
```
! RIJCOSX wB97M-V def2-TZVPD def2/J DEFGRID3
* xyz -1 1
O -0.8890 -0.2939 -1.3578
C -0.7738 0.9535 -1.9807
C -0.2557 0.8209 -3.3940
C 0.3678 -0.3451 -3.8246
H 0.4365 -1.1714 -3.1330
C 0.8748 -0.4497 -5.1119
H 1.3692 -1.3614 -5.4253
C 0.7518 0.6117 -5.9987
H 1.1467 0.5339 -7.0037
C 0.1108 1.7732 -5.5866
H 0.0009 2.6034 -6.2727
C -0.3850 1.8739 -4.2948
H -0.8801 2.7825 -3.9745
H -1.7563 1.4344 -2.0433
C -0.6309 2.3055 0.1277
C 0.0947 1.8321 -1.0898
H -0.2407 3.2366 0.5302
H -0.5997 1.5460 0.9067
H -1.6877 2.4619 -0.1026
C 1.3714 2.0895 -1.3823
C 2.3485 2.8875 -0.5873
H 1.7618 1.6980 -2.3155
H 2.7280 3.7558 -1.1188
H 3.2086 2.2768 -0.3011
H 1.9029 3.2382 0.3473
Be 0.0511 -0.9985 0.1037
Cl 1.6921 -2.0914 -1.1225
Cl 1.4121 0.8243 0.5444
C 1.9490 -1.8587 2.1570
O 0.7568 -1.9666 1.8267
N 2.4840 -2.4989 3.2001
C 1.6594 -3.0227 4.2697
C 3.9125 -2.7087 3.2913
H 2.6351 -1.2227 1.6000
H 0.6179 -2.8731 4.0123
H 1.8801 -2.5088 5.2056
H 1.8497 -4.0874 4.4049
H 4.3865 -2.4184 2.3592
H 4.1342 -3.7592 3.4825
H 4.3375 -2.1133 4.1000
H -3.4997 0.1728 4.0173
H -5.5370 -0.4803 2.3138
C -3.2683 0.8327 3.1805
C -4.9957 0.0997 1.5668
N -3.5967 0.1928 1.9246
H -2.2117 1.0769 3.2018
C -2.6367 -0.2161 1.0946
O -1.4313 -0.2395 1.3966
H -5.0802 -0.3854 0.6019
H -2.9737 -0.5165 0.1039
H -3.8309 1.7584 3.2922
H -5.4389 1.0951 1.5122
O 0.2145 -4.1951 0.4359
C 0.1526 -2.9852 0.3101
*
```


(3)
Here is a molecular structure, C30H44As2N4S9Tc from OMol25. Energies are from ωB97M-V/def2-TZVPD.

The energy above the lowest of the compared OMol25 structures with the same formula, charge and spin comes out at 0.0 kcal per mole. The value obtained for the total energy is -259185.6618 eV. The HOMO energy is -4.20 eV.

Geometry as ORCA input:
```
! RIJCOSX wB97M-V def2-TZVPD def2/J DEFGRID3
* xyz -1 1
Tc 0.0299 -0.0253 -0.1521
C -1.1701 4.8506 -1.8972
C -0.8257 3.4262 -2.3476
C -1.5498 3.1010 -3.6604
C 0.6753 3.2933 -2.4784
C 1.2650 3.9602 -3.5456
C 2.6304 3.9327 -3.7330
C 3.4064 3.2575 -2.8141
C 2.8715 2.5738 -1.7205
C 3.9359 1.9748 -0.8072
C 3.6681 2.1098 0.6862
C 4.2863 0.5567 -1.2496
C 1.4684 2.5603 -1.5782
N 0.7471 1.9022 -0.5037
C 0.2751 2.7454 0.4131
C -0.8032 2.3324 1.1947
N -1.3271 1.1456 0.8972
C -2.6278 0.8893 1.5150
C -2.7722 0.3520 2.8095
C -4.0450 0.2978 3.3673
C -5.1670 0.7301 2.6876
C -5.0210 1.1997 1.4015
C -3.7691 1.2728 0.7975
C -3.7165 1.7873 -0.6250
C -4.6521 0.9891 -1.5393
C -4.0567 3.2769 -0.6679
C -1.6193 -0.1854 3.6288
C -2.0066 -1.3232 4.5747
C -0.9297 0.9272 4.4211
H -2.2490 5.0014 -1.8698
H -0.7461 5.5769 -2.5941
H -0.7675 5.0646 -0.9039
H -1.1738 2.7332 -1.5870
H -1.5769 3.9701 -4.3228
H -2.5895 2.8186 -3.4675
H -1.0598 2.2854 -4.1923
H 0.6382 4.5161 -4.2331
H 3.0886 4.4561 -4.5631
H 4.4847 3.2619 -2.9244
H 4.8264 2.5803 -1.0044
H 2.7577 1.6047 0.9936
H 3.5864 3.1641 0.9679
H 4.4864 1.6614 1.2530
H 3.4250 -0.1000 -1.2081
H 5.0507 0.1308 -0.5956
H 4.6622 0.5646 -2.2758
H 0.6658 3.7558 0.4881
H -1.2408 2.9803 1.9461
H -4.1574 -0.1083 4.3628
H -6.1450 0.6780 3.1497
H -5.8952 1.5129 0.8445
H -2.6872 1.6491 -0.9632
H -5.6694 0.9750 -1.1494
H -4.3141 -0.0437 -1.6413
H -4.6978 1.4547 -2.5309
H -5.0741 3.4432 -0.3068
H -3.9981 3.6650 -1.6864
H -3.3792 3.8544 -0.0354
H -0.9093 -0.6065 2.9250
H -2.5432 -0.9645 5.4576
H -1.0974 -1.8159 4.9240
H -2.6193 -2.0729 4.0732
H -1.6406 1.3991 5.1060
H -0.5120 1.6970 3.7718
H -0.1063 0.5152 5.0082
S 1.2762 -3.6785 2.3944
As 2.2833 -1.8847 1.4639
S 1.6659 -1.8431 -0.5920
S 1.1104 -0.0720 1.9062
S 4.2661 -1.9485 2.0485
S -1.2888 -4.5307 0.3001
As -1.1449 -3.1705 -1.6765
S -0.7261 -3.4698 1.9565
S -1.7638 -1.3226 -0.4279
S -2.9219 -3.6144 -2.7483
C 0.0056 -2.0011 -5.1831
N -1.0205 -1.0807 -4.7471
C -2.3988 -1.2701 -5.1983
C -3.1310 -0.1757 -4.4298
N -2.2464 -0.0131 -3.2839
C -1.0152 -0.4403 -3.5682
S 0.3737 -0.3188 -2.6170
H -0.0547 -2.0950 -6.2669
H -0.1461 -2.9803 -4.7222
H 0.9843 -1.6160 -4.9115
H -2.7359 -2.2625 -4.8834
H -2.4796 -1.1674 -6.2810
H -4.1278 -0.4827 -4.1232
H -3.1936 0.7556 -5.0056
H -2.3687 0.6905 -2.5762
*
```